Record 1
{"formula": "C39H42BF3O4", "method": "ωB97M-V/def2-TZVPD", "elements": ["C", "C", "C", "C", "C", "C", "O", "B", "C", "C", "C", "C", "C", "F", "F", "F", "C", "C", "C", "C", "C", "O", "H", "H", "H", "H", "H", "H", "H", "H", "H", "H", "H", "H", "H", "H", "H", "H", "H", "H", "H", "H", "H", "C", "O", "C", "C", "C", "C", "C", "C", "C", "C", "C", "C", "C", "C", "C", "C", "C", "C", "C", "O", "C", "C", "C", "C", "C", "H", "H", "H", "H", "H", "H", "H", "H", "H", "H", "H", "H", "H", "H", "H", "H", "H", "H", "H", "H", "H"], "xyz": [[-1.93612, 4.41803, 4.46155], [-1.00730, 4.00205, 3.33438], [0.24521, 4.85928, 3.52190], [-0.76132, 2.40990, 3.29102], [0.70130, 2.05842, 3.10874], [-1.36013, 1.62405, 4.44022], [-1.49026, 1.97219, 2.14050], [-2.03937, 3.10161, 1.55401], [-2.98496, 2.65510, 0.42445], [-3.28565, 1.28594, 0.46169], [-3.62731, 0.64520, -0.71576], [-3.99075, 1.41679, -1.80379], [-4.42962, 0.66570, -3.01881], [-5.57818, 1.17264, -3.53759], [-3.48536, 0.73307, -4.01123], [-4.64716, -0.66781, -2.79386], [-3.97782, 2.80896, -1.77575], [-3.42967, 3.44044, -0.65968], [-1.06148, -2.56898, 0.80918], [-1.90793, -2.35201, 2.04802], [-2.56761, -2.55973, 0.70947], [-1.64144, 4.30906, 2.07270], [-1.46666, 4.19364, 5.43380], [-2.10228, 5.49854, 4.41324], [-2.89347, 3.89075, 4.42471], [0.72302, 4.63154, 4.49152], [1.00503, 4.73235, 2.73142], [-0.04999, 5.92247, 3.56109], [1.24427, 2.20126, 4.05266], [0.81693, 1.01562, 2.77506], [1.16179, 2.70226, 2.33744], [-0.83689, 1.82469, 5.39066], [-2.42797, 1.86270, 4.54816], [-1.28031, 0.55676, 4.21480], [-3.27293, 0.68875, 1.39083], [-3.60140, -0.42840, -0.80583], [-4.36220, 3.38960, -2.62257], [-3.29963, 4.52302, -0.61662], [-0.63153, -3.55986, 0.55913], [-1.97367, -3.14756, 2.81733], [-2.04285, -1.34138, 2.47553], [-3.11085, -1.69522, 0.32079], [-3.04214, -3.55811, 0.58177], [7.39991, -4.64701, 0.37568], [6.76059, -3.46886, 0.93548], [5.49075, -3.21523, 0.50982], [4.77585, -2.21434, 1.20419], [3.43854, -1.99465, 0.92939], [2.81386, -2.57692, -0.21578], [1.48160, -2.18878, -0.61284], [0.53102, -1.65163, 0.40577], [-0.36360, -0.59398, 0.03331], [0.23496, 0.65993, -0.35018], [-0.46480, 1.53720, -1.20784], [-0.04173, 2.85285, -1.34021], [1.14469, 3.27899, -0.74214], [1.98750, 2.34017, -0.15586], [1.54554, 1.04465, 0.05882], [1.05176, -2.23468, -1.98862], [1.93778, -2.12482, -3.11499], [1.45186, -2.00460, -4.39666], [0.05472, -2.08906, -4.64873], [-0.35851, -2.16576, -5.93940], [-1.73289, -2.55785, -6.16320], [-0.83489, -2.18194, -3.55618], [-0.33339, -2.22697, -2.29004], [3.56037, -3.58400, -0.90022], [4.85058, -3.93183, -0.52919], [8.38206, -4.67461, 0.85675], [6.82389, -5.56031, 0.61802], [7.50338, -4.54866, -0.71797], [5.28094, -1.64323, 1.97726], [2.87295, -1.35635, 1.60234], [0.89872, -1.67305, 1.43721], [-1.45909, -0.55554, 0.06272], [-1.35809, 1.14710, -1.70903], [-0.64864, 3.55036, -1.91714], [1.44511, 4.31390, -0.81494], [3.00226, 2.61358, 0.13473], [2.22540, 0.30825, 0.50461], [3.01994, -2.07342, -2.94294], [2.09778, -1.88788, -5.27712], [-1.79278, -2.65480, -7.25011], [-1.98098, -3.51824, -5.69296], [-2.43890, -1.79622, -5.81867], [-1.93198, -2.25458, -3.66191], [-1.09033, -2.23322, -1.49218], [3.09078, -4.15501, -1.70046], [5.38219, -4.74229, -1.03487]], "total_charge": 0, "energy_ha": -2136.55127, "homo_ha": -0.17599, "gap_ha": 0.1106, "de_lowest_kj_mol": 498.6}


Record 2
{"formula": "C3H8N5", "method": "ωB97M-V/def2-TZVPD", "elements": ["C", "C", "C", "N", "N", "N", "N", "N", "H", "H", "H", "H", "H", "H", "H", "H"], "xyz": [[0.93993, 1.13955, -0.18166], [0.15692, -1.08719, -0.05888], [0.01737, 1.77791, -0.70119], [-0.94639, 2.65887, -1.03250], [0.77822, -2.07931, 0.36242], [-1.41993, 1.35766, -1.05377], [-2.15143, 1.01664, -0.01956], [1.69519, -1.94326, 1.35161], [1.91053, 0.64106, 0.01966], [-0.61565, -1.15719, -0.87294], [-0.98210, 3.08861, -1.99372], [0.53111, -3.14526, 0.30951], [-2.27519, 0.08056, 0.00751], [-1.94969, 1.42485, 0.82623], [2.02186, -1.03633, 1.53725], [2.28925, -2.73717, 1.50001]], "total_charge": 1, "energy_ha": -392.29428, "homo_ha": -0.48052, "gap_ha": 0.3001, "de_lowest_kj_mol": 927.2}


Record 3
{"formula": "C4H12NO2", "method": "ωB97M-V/def2-TZVPD", "elements": ["C", "N", "C", "O", "H", "H", "H", "H", "H", "H", "H", "C", "O", "C", "H", "H", "H", "H", "H"], "xyz": [[2.58720, 1.32863, 0.23742], [1.60619, 0.95291, -0.77285], [0.44751, 1.78910, -0.65094], [-0.76848, 1.26446, -1.03817], [2.92486, 2.40207, 0.16369], [3.47868, 0.62692, 0.08093], [2.16670, 1.27516, 1.24650], [1.33995, -0.06885, -0.50137], [0.36848, 2.18535, 0.37696], [0.61972, 2.70975, -1.29236], [-0.76971, 0.33809, -0.53970], [-1.11449, -1.93740, -0.06669], [-0.29152, -0.84963, 0.05192], [-2.39470, -1.75797, 0.76193], [-0.54230, -2.86217, 0.22392], [-1.46670, -2.18292, -1.12179], [-3.10014, -2.60185, 0.50597], [-2.96937, -0.80262, 0.55316], [-2.12189, -1.80903, 1.78147]], "total_charge": -1, "energy_ha": -364.81716, "homo_ha": -0.13743, "gap_ha": 0.2939, "de_lowest_kj_mol": 100.7}